Version one
Below is a single C5H6O2S2 molecule, with properties calculated with ωB97M-V/def2-TZVPD.

Output
Kohn-Sham gap = 9.1730 eV
2S+1 = 1
HOMO level = -8.53 eV

Last columns: bonded neighbours and bond lengths (Å).
CARTESIAN COORDINATES (ANGSTROEM)
1 C 1.06 0.19 0.90  C2 1.335, C3 1.545, H10 1.029
2 C 0.30 1.11 1.50  C1 1.335, O7 1.361, H11 1.013
3 C 0.77 -0.34 -0.52  C1 1.545, C4 1.488, H12 1.020, H13 1.107
4 C -0.71 -0.41 -0.66  C3 1.488, C5 1.528, S9 1.905, H14 1.056
5 C -1.56 0.63 0.08  C4 1.528, O7 1.443, S8 1.695, S9 1.922
6 O -3.00 -1.56 0.40  S9 1.457
7 O -0.86 1.56 0.94  C2 1.361, C5 1.443
8 S -3.05 1.16 -0.51  C5 1.695, H15 1.418
9 S -1.67 -1.14 0.82  C4 1.905, C5 1.922, O6 1.457
10 H 2.02 -0.10 1.16  C1 1.029
11 H 0.43 1.67 2.33  C2 1.013
12 H 1.05 0.53 -0.98  C3 1.020
13 H 1.28 -1.26 -0.86  C3 1.107
14 H -1.08 -0.71 -1.60  C4 1.056
15 H -3.66 -0.09 -0.73  S8 1.418


Version two
Below is a single C5H6O2S2 molecule, with properties calculated with ωB97M-V/def2-TZVPD.

Output
Kohn-Sham gap = 7.7970 eV
2S+1 = 1
HOMO level = -8.83 eV

Last columns: bonded neighbours and bond lengths (Å).
CARTESIAN COORDINATES (ANGSTROEM)
1 C -1.22 0.17 1.17  C2 1.518, C4 1.484, O6 1.208
2 C 0.24 0.17 0.78  C1 1.518, C3 1.551, H10 1.091, H11 1.090
3 C 0.41 0.52 -0.73  C2 1.551, C5 1.481, H12 1.095, H13 1.090
4 C -1.88 -1.14 1.44  C1 1.484, S8 1.622, H14 1.086
5 C 0.16 -0.65 -1.60  C3 1.481, S9 1.640, H15 1.076
6 O -1.84 1.19 1.32  C1 1.208
7 O -2.26 -0.67 -0.88  S9 1.469
8 S -1.10 -2.54 1.70  C4 1.622
9 S -1.30 -1.38 -1.74  C5 1.640, O7 1.469
10 H 0.73 0.96 1.35  C2 1.091
11 H 0.72 -0.79 1.00  C2 1.090
12 H -0.33 1.30 -0.95  C3 1.095
13 H 1.41 0.91 -0.89  C3 1.090
14 H -2.96 -1.09 1.52  C4 1.086
15 H 0.96 -1.12 -2.15  C5 1.076


Relative energy of each structure, in kJ/mol: version one 132.9; version two 0.0.


Version one
Below is 2 unconnected molecules or ions with the total composition C8H12O6, with properties calculated with ωB97M-V/def2-TZVPD.

Output
Kohn-Sham gap = 10.9259 eV
SMILES = C[C@H]1COC(=O)O1.C[C@H]1COC(=O)O1
2S+1 = 1
HOMO level = -10.53 eV

Last columns: bonded neighbours and bond lengths (Å).
CARTESIAN COORDINATES (ANGSTROEM)
1 C -0.03 -1.13 -1.63  C2 1.641, H8 1.090, H9 1.090, H10 1.090
2 C -0.46 -0.79 -3.18  C1 1.641, C3 1.536, O7 1.406, H11 1.090
3 C -1.98 -0.86 -3.37  C2 1.536, O4 1.423, H12 1.090, H13 1.090
4 O -2.35 0.50 -3.59  C3 1.423, C5 1.352
5 C -1.23 1.21 -3.85  O4 1.352, O6 1.228, O7 1.310
6 O -1.20 2.29 -4.44  C5 1.228
7 O -0.16 0.53 -3.54  C2 1.406, C5 1.310
8 H -0.70 -0.77 -0.85  C1 1.090
9 H 1.01 -1.20 -1.31  C1 1.090
10 H -0.28 -2.18 -1.50  C1 1.090
11 H 0.11 -1.39 -3.89  C2 1.090
12 H -2.45 -1.33 -2.50  C3 1.090
13 H -2.32 -1.41 -4.24  C3 1.090
14 C 0.06 1.46 3.90  C15 1.525, H21 1.090, H22 1.090, H23 1.090
15 C 1.13 0.47 3.45  C14 1.525, C16 1.528, O20 1.420, H24 1.090
16 C 0.51 -0.50 2.44  C15 1.528, O17 1.363, H25 1.090, H26 1.090
17 O 1.54 -0.64 1.55  C16 1.363, C18 1.295
18 C 2.34 0.38 1.65  O17 1.295, O19 1.284, O20 1.324
19 O 3.38 0.49 0.91  C18 1.284
20 O 2.11 1.17 2.68  C15 1.420, C18 1.324
21 H 0.62 2.22 4.45  C14 1.090
22 H -0.66 1.12 4.65  C14 1.090
23 H -0.52 1.87 3.07  C14 1.090
24 H 1.63 0.01 4.30  C15 1.090
25 H -0.36 -0.07 1.94  C16 1.090
26 H 0.24 -1.44 2.90  C16 1.090


Version two
Below is 2 unconnected molecules or ions with the total composition C8H12O6, with properties calculated with ωB97M-V/def2-TZVPD.

Output
Kohn-Sham gap = 11.4805 eV
SMILES = C[C@H]1COC(=O)O1.C[C@H]1COC(=O)O1
2S+1 = 1
HOMO level = -11.22 eV

Last columns: bonded neighbours and bond lengths (Å).
CARTESIAN COORDINATES (ANGSTROEM)
1 C 0.58 0.07 -4.05  C2 1.499, H8 1.087, H9 1.093, H10 1.093
2 C 0.47 0.91 -2.81  C1 1.499, C3 1.519, O7 1.440, H11 1.097
3 C 1.17 0.37 -1.58  C2 1.519, O4 1.427, H12 1.093, H13 1.087
4 O 1.64 1.55 -0.92  C3 1.427, C5 1.364
5 C 1.70 2.56 -1.84  O4 1.364, O6 1.183, O7 1.350
6 O 2.24 3.59 -1.63  C5 1.183
7 O 1.08 2.21 -2.98  C2 1.440, C5 1.350
8 H 0.02 0.46 -4.89  C1 1.087
9 H 0.17 -0.93 -3.85  C1 1.093
10 H 1.63 -0.05 -4.33  C1 1.093
11 H -0.59 1.11 -2.61  C2 1.097
12 H 2.06 -0.21 -1.84  C3 1.093
13 H 0.47 -0.23 -1.01  C3 1.087
14 C -1.25 0.37 1.63  C15 1.507, H21 1.093, H22 1.088, H23 1.095
15 C -1.00 -1.05 2.05  C14 1.507, C16 1.549, O20 1.427, H24 1.094
16 C 0.13 -1.27 3.08  C15 1.549, O17 1.431, H25 1.089, H26 1.087
17 O -0.55 -1.76 4.24  C16 1.431, C18 1.350
18 C -1.86 -1.94 3.98  O17 1.350, O19 1.182, O20 1.356
19 O -2.66 -2.36 4.75  C18 1.182
20 O -2.15 -1.61 2.70  C15 1.427, C18 1.356
21 H -2.21 0.41 1.11  C14 1.093
22 H -0.44 0.78 1.03  C14 1.088
23 H -1.39 1.04 2.49  C14 1.095
24 H -0.78 -1.67 1.18  C15 1.094
25 H 0.62 -0.34 3.37  C16 1.089
26 H 0.87 -2.00 2.74  C16 1.087


Relative energy of each structure, in kJ/mol: version one 137.3; version two 0.0.


Version one
Below is 2 unconnected molecules or ions with the total composition C4H12O2S, with properties calculated with ωB97M-V/def2-TZVPD.

Output
Kohn-Sham gap = 9.6099 eV
SMILES = OCCCCS.O
2S+1 = 1
HOMO level = -8.87 eV

Last columns: bonded neighbours and bond lengths (Å).
CARTESIAN COORDINATES (ANGSTROEM)
1 C -1.01 1.53 -1.48  O2 1.435, C3 1.517, H7 1.097, H8 1.094
2 O 0.23 2.20 -1.22  C1 1.435, H9 0.943
3 C -0.94 0.05 -1.14  C1 1.517, C4 1.514, H10 1.095, H11 1.097
4 C -0.57 -0.17 0.31  C3 1.514, C5 1.538, H12 1.094, H13 1.107
5 C -1.05 -1.46 0.98  C4 1.538, S6 1.782, H14 1.100, H15 1.088
6 S -0.26 -2.00 2.48  C5 1.782, H16 1.344
7 H -1.35 1.67 -2.51  C1 1.097
8 H -1.86 1.98 -0.97  C1 1.094
9 H 0.68 1.99 -2.02  O2 0.943
10 H -1.84 -0.50 -1.45  C3 1.095
11 H -0.17 -0.44 -1.74  C3 1.097
12 H 0.48 -0.01 0.55  C4 1.094
13 H -1.08 0.61 0.91  C4 1.107
14 H -0.93 -2.27 0.24  C5 1.100
15 H -2.12 -1.40 1.19  C5 1.088
16 H 0.09 -0.80 2.98  S6 1.344
17 H 4.05 -1.02 0.67  O19 0.969
18 H 3.99 0.16 1.53  O19 0.978
19 O 3.67 -0.13 0.66  H17 0.969, H18 0.978


Version two
Below is 2 unconnected molecules or ions with the total composition C4H12O2S, with properties calculated with ωB97M-V/def2-TZVPD.

Output
Kohn-Sham gap = 9.7610 eV
SMILES = OCCCCS.O
2S+1 = 1
HOMO level = -9.33 eV

Last columns: bonded neighbours and bond lengths (Å).
CARTESIAN COORDINATES (ANGSTROEM)
1 C 1.35 -1.32 -0.27  O2 1.444, C3 1.562, H7 1.081, H8 1.094
2 O 1.64 -2.27 0.78  C1 1.444, H9 0.975
3 C 1.16 0.11 0.33  C1 1.562, C4 1.613, H10 1.071, H11 1.064
4 C -0.24 0.87 0.07  C3 1.613, C5 1.509, H12 1.114, H13 1.180
5 C -0.05 1.68 -1.19  C4 1.509, S6 1.856, H14 1.086, H15 1.073
6 S -0.50 0.67 -2.68  C5 1.856, H16 1.358
7 H 2.24 -1.40 -0.88  C1 1.081
8 H 0.55 -1.47 -0.99  C1 1.094
9 H 0.79 -2.58 1.15  O2 0.975
10 H 1.88 0.64 -0.25  C3 1.071
11 H 1.49 0.17 1.34  C3 1.064
12 H -0.45 1.30 1.07  C4 1.114
13 H -1.30 0.38 -0.13  C4 1.180
14 H -0.98 2.22 -1.10  C5 1.086
15 H 0.73 2.38 -1.45  C5 1.073
16 H 0.49 -0.26 -2.60  S6 1.358
17 H -3.43 -0.02 1.71  O19 0.962
18 H -2.34 -0.87 2.53  O19 0.959
19 O -3.03 -0.21 2.57  H17 0.962, H18 0.959


Relative energy of each structure, in kJ/mol: version one 0.0; version two 123.7.


Version one
Below is a single C17H17N3O3S2 molecule, with properties calculated with ωB97M-V/def2-TZVPD.

Output
Kohn-Sham gap = 8.4418 eV
SMILES = COc1ccc(S(=O)(=O)NCCc2csc(-c3cccnc3)n2)cc1
2S+1 = 1
HOMO level = -8.48 eV

Last columns: bonded neighbours and bond lengths (Å).
CARTESIAN COORDINATES (ANGSTROEM)
1 C -2.71 -2.86 -0.12  H2 1.093, H3 1.089, H4 1.094, O5 1.412
2 H -2.89 -2.36 0.84  C1 1.093
3 H -3.67 -3.04 -0.61  C1 1.089
4 H -2.21 -3.82 0.05  C1 1.094
5 O -1.98 -2.05 -1.01  C1 1.412, C6 1.354
6 C -0.70 -1.75 -0.71  O5 1.354, C7 1.393, C11 1.401
7 C -0.07 -2.04 0.50  C6 1.393, C8 1.384, H42 1.078
8 C 1.26 -1.70 0.68  C7 1.384, C9 1.378, H41 1.079
9 C 1.96 -1.08 -0.32  C8 1.378, C10 1.384, S14 1.781
10 C 1.35 -0.77 -1.53  C9 1.384, C11 1.378, H13 1.078
11 C 0.02 -1.09 -1.72  C6 1.401, C10 1.378, H12 1.079
12 H -0.48 -0.86 -2.64  C11 1.079
13 H 1.93 -0.28 -2.30  C10 1.078
14 S 3.69 -0.72 -0.12  C9 1.781, O15 1.437, O16 1.435, N17 1.687
15 O 4.08 -0.98 1.24  S14 1.437
16 O 4.42 -1.38 -1.17  S14 1.435
17 N 3.80 0.92 -0.46  S14 1.687, H18 1.009, C19 1.451
18 H 4.59 1.07 -1.07  N17 1.009
19 C 3.79 1.81 0.69  N17 1.451, H20 1.093, C21 1.526, H40 1.098
20 H 3.95 2.83 0.33  C19 1.093
21 C 2.44 1.71 1.41  C19 1.526, C22 1.494, H38 1.094, H39 1.091
22 C 1.27 1.86 0.49  C21 1.494, C23 1.365, N26 1.353
23 C 1.24 2.49 -0.72  C22 1.365, S24 1.714, H37 1.069
24 S -0.32 2.39 -1.43  C23 1.714, C25 1.759
25 C -0.85 1.50 0.00  S24 1.759, N26 1.290, C27 1.440
26 N 0.09 1.33 0.87  C22 1.353, C25 1.290
27 C -2.20 1.03 0.14  C25 1.440, C28 1.400, C32 1.395
28 C -2.59 0.39 1.32  C27 1.400, N29 1.316, H36 1.081
29 N -3.81 -0.09 1.52  C28 1.316, C30 1.325
30 C -4.70 0.06 0.56  N29 1.325, C31 1.387, H35 1.082
31 C -4.43 0.68 -0.65  C30 1.387, C32 1.382, H34 1.079
32 C -3.16 1.17 -0.87  C27 1.395, C31 1.382, H33 1.081
33 H -2.89 1.66 -1.80  C32 1.081
34 H -5.19 0.77 -1.41  C31 1.079
35 H -5.68 -0.35 0.77  C30 1.082
36 H -1.88 0.26 2.12  C28 1.081
37 H 2.04 2.98 -1.24  C23 1.069
38 H 2.40 2.48 2.18  C21 1.094
39 H 2.37 0.74 1.89  C21 1.091
40 H 4.58 1.55 1.40  C19 1.098
41 H 1.77 -1.93 1.61  C8 1.079
42 H -0.61 -2.54 1.29  C7 1.078


Version two
Below is a single C17H17N3O3S2 molecule, with properties calculated with ωB97M-V/def2-TZVPD.

Output
Kohn-Sham gap = 8.9321 eV
SMILES = COc1ccc(Cc2nnc(NS(=O)(=O)Cc3ccccc3)s2)cc1
2S+1 = 1
HOMO level = -8.50 eV

Last columns: bonded neighbours and bond lengths (Å).
CARTESIAN COORDINATES (ANGSTROEM)
1 C 6.58 -2.09 -0.10  H2 1.095, O3 1.407, H41 1.095, H42 1.089
2 H 5.87 -2.92 -0.10  C1 1.095
3 O 6.08 -0.97 -0.80  C1 1.407, C4 1.361
4 C 4.93 -0.39 -0.35  O3 1.361, C5 1.390, C9 1.396
5 C 4.21 -0.80 0.76  C4 1.390, C6 1.385, H40 1.078
6 C 3.05 -0.13 1.12  C5 1.385, C7 1.385, H39 1.081
7 C 2.60 0.96 0.39  C6 1.385, C8 1.390, C12 1.510
8 C 3.32 1.36 -0.73  C7 1.390, C9 1.378, H11 1.080
9 C 4.47 0.70 -1.10  C4 1.396, C8 1.378, H10 1.078
10 H 5.04 1.00 -1.96  C9 1.078
11 H 2.97 2.19 -1.32  C8 1.080
12 C 1.31 1.65 0.75  C7 1.510, C13 1.485, H37 1.090, H38 1.091
13 C 0.20 1.02 0.00  C12 1.485, N14 1.278, S36 1.773
14 N -0.39 1.53 -1.01  C13 1.278, N15 1.330
15 N -1.32 0.76 -1.57  N14 1.330, C16 1.289
16 C -1.45 -0.37 -0.98  N15 1.289, N17 1.359, S36 1.749
17 N -2.33 -1.34 -1.35  C16 1.359, H18 1.008, S19 1.690
18 H -2.95 -1.11 -2.11  N17 1.008
19 S -2.92 -2.45 -0.22  N17 1.690, O20 1.427, O21 1.427, C22 1.838
20 O -1.81 -3.18 0.30  S19 1.427
21 O -3.95 -3.16 -0.91  S19 1.427
22 C -3.66 -1.46 1.14  S19 1.838, C23 1.487, H34 1.086, H35 1.087
23 C -3.93 -0.08 0.66  C22 1.487, C24 1.390, C28 1.392
24 C -3.25 1.02 1.18  C23 1.390, C25 1.384, H33 1.081
25 C -3.45 2.28 0.66  C24 1.384, C26 1.383, H32 1.079
26 C -4.32 2.46 -0.40  C25 1.383, C27 1.386, H31 1.079
27 C -5.01 1.38 -0.92  C26 1.386, C28 1.383, H30 1.079
28 C -4.82 0.11 -0.39  C23 1.392, C27 1.383, H29 1.081
29 H -5.34 -0.74 -0.80  C28 1.081
30 H -5.70 1.51 -1.75  C27 1.079
31 H -4.47 3.44 -0.82  C26 1.079
32 H -2.91 3.12 1.06  C25 1.079
33 H -2.57 0.87 2.01  C24 1.081
34 H -2.94 -1.49 1.96  C22 1.086
35 H -4.56 -2.01 1.40  C22 1.087
36 S -0.38 -0.61 0.38  C13 1.773, C16 1.749
37 H 1.35 2.71 0.47  C12 1.090
38 H 1.12 1.56 1.82  C12 1.091
39 H 2.49 -0.46 1.98  C6 1.081
40 H 4.52 -1.64 1.36  C5 1.078
41 H 6.84 -1.84 0.93  C1 1.095
42 H 7.48 -2.39 -0.63  C1 1.089


Relative energy of each structure, in kJ/mol: version one 0.0; version two 72.8.